Entry w
20
Properties=species:S:1:pos:R:3 method="wB97M-V/def2-TZVPD" lumo_ev="0.003 / -0.072" mol_weight_g_mol=142.14 charge=0 homo_ev="-7.10 / -7.04" homo_lumo_gap_ha="0.26117 / 0.25622"
C 0.89 -1.55 1.77
C 0.00 -1.26 0.78
C 2.10 -1.18 -0.04
C -1.55 2.88 1.25
C -0.42 2.54 0.56
C 0.10 -0.81 -1.61
N 2.11 -1.42 1.33
N 0.72 -1.02 -0.43
P -1.61 -1.31 -1.99
H 0.82 -1.84 2.89
H -1.05 -1.32 0.75
H 2.64 -0.33 -0.57
H -2.13 2.16 1.79
H -1.82 3.90 1.28
H 2.30 -2.15 -0.60
H -0.25 1.48 0.42
H 0.09 3.24 0.01
H 0.81 -0.86 -2.55
H -1.52 -0.95 -3.31
H -2.25 -0.19 -1.73

Entry x
20
Properties=species:S:1:pos:R:3 method="wB97M-V/def2-TZVPD" lumo_ev="-0.219 / -0.219" mol_weight_g_mol=142.14 smiles="CC(C)(C)C1=[PH]=CN=N1" charge=0 homo_ev="-9.22 / -9.22" homo_lumo_gap_ha="0.33071 / 0.33073"
C -1.30 -1.26 0.80
C -0.73 -0.18 -0.04
C -1.00 -0.17 -1.59
C -1.28 1.18 0.50
C 0.73 -0.13 0.10
P 1.82 1.25 -0.33
C 3.14 0.03 -0.11
N 2.76 -1.15 0.21
N 1.50 -1.27 0.43
H -1.22 -2.26 0.53
H -0.81 -1.15 1.79
H -2.28 -1.01 1.16
H -0.31 -0.77 -2.17
H -0.87 0.83 -2.04
H -1.98 -0.37 -1.87
H -2.37 1.39 0.03
H -0.51 1.89 0.27
H -1.26 1.19 1.56
H 1.82 1.64 1.01
H 4.17 0.32 -0.23

Energies, relative to the best one, in kcal/mol: entry w 40.6; entry x 0.0.